[1]
An isolated ion of composition C6H14NO and charge -1 in a non-equilibrium geometry, computed with ωB97M-V/def2-TZVPD.

Values from the calculation:
* ΔE to the lowest compared entry with this formula, charge and spin: 1.9776 eV
* highest occupied orbital energy: -0.0757 Ha
* net charge: -1
* frontier orbital gap: 5.53 eV
* lowest unoccupied orbital energy: 3.47 eV
* M: 116.18 u

Structure (XYZ):
```
22
C6H14NO | OMol25 | ωB97M-V/def2-TZVPD
C 2.319 0.231 -0.729
N 1.311 1.039 -0.019
C 1.875 1.844 1.032
C 0.205 0.154 0.533
C -0.967 0.204 -0.408
C -2.195 -0.558 0.179
C -2.514 -1.890 -0.662
O -1.671 -2.872 -0.238
H 3.375 0.410 -0.570
H 2.166 -0.838 -0.509
H 2.202 0.413 -1.818
H 2.931 2.141 0.854
H 1.189 2.677 1.237
H 2.104 1.380 1.992
H 0.008 0.438 1.558
H 0.606 -0.864 0.534
H -1.195 1.171 -0.819
H -0.763 -0.458 -1.276
H -3.140 0.005 0.145
H -1.996 -0.907 1.198
H -2.287 -1.532 -1.684
H -3.561 -2.191 -0.528
```

---

[2]
An isolated ion of composition C6H14NO and charge -1 in a non-equilibrium geometry, computed with ωB97M-V/def2-TZVPD.

Values from the calculation:
* ΔE to the lowest compared entry with this formula, charge and spin: 2.5672 eV
* highest occupied orbital energy: -0.0868 Ha
* net charge: -1
* frontier orbital gap: 6.06 eV
* lowest unoccupied orbital energy: 3.70 eV
* M: 116.18 u

Structure (XYZ):
```
22
C6H14NO | OMol25 | ωB97M-V/def2-TZVPD
C -0.223 -0.135 3.123
C -0.693 0.195 1.713
N 0.226 -0.158 0.698
C 0.190 -1.586 0.476
C -0.099 0.588 -0.573
C -1.411 0.199 -1.265
C 1.217 0.355 -1.703
O 1.035 0.869 -2.881
H 0.305 -1.050 3.372
H 0.570 0.661 3.583
H -1.154 -0.133 3.735
H -1.808 -0.008 1.739
H -0.806 1.247 1.600
H 0.396 -2.155 1.506
H -0.832 -2.040 0.226
H 0.874 -1.855 -0.336
H 0.142 1.600 -0.460
H -2.373 0.419 -0.765
H -1.213 0.612 -2.369
H -1.291 -0.882 -1.343
H 1.316 -0.735 -1.752
H 2.131 0.775 -1.203
```

---

[3]
An isolated ion of composition C6H14NO and charge -1 in a non-equilibrium geometry, computed with ωB97M-V/def2-TZVPD.

Values from the calculation:
* ΔE to the lowest compared entry with this formula, charge and spin: 1.6410 eV
* highest occupied orbital energy: -0.0821 Ha
* net charge: -1
* frontier orbital gap: 5.72 eV
* lowest unoccupied orbital energy: 3.49 eV
* M: 116.18 u

Structure (XYZ):
```
22
C6H14NO | OMol25 | ωB97M-V/def2-TZVPD
C -1.911 -2.195 -0.074
C -1.853 -0.799 -0.696
C -1.779 0.341 0.375
C -0.319 0.464 0.871
N 0.590 0.846 -0.225
C 1.947 1.171 0.385
C 3.154 0.987 -0.657
O 4.082 0.150 -0.243
H -2.437 -2.845 -0.778
H -0.945 -2.508 0.290
H -2.656 -2.158 0.735
H -0.993 -0.744 -1.374
H -2.668 -0.580 -1.383
H -2.590 0.161 1.079
H -2.123 1.283 -0.071
H 0.059 -0.235 1.613
H -0.409 1.438 1.393
H 0.851 -0.003 -0.729
H 1.781 2.214 0.696
H 2.092 0.504 1.244
H 2.507 0.542 -1.538
H 3.621 1.965 -0.914
```

---

[4]
A 2-piece molecular cluster, C6H14NO overall, computed with ωB97M-V/def2-TZVPD.

Values from the calculation:
* ΔE to the lowest compared entry with this formula, charge and spin: 0.7145 eV
* highest occupied orbital energy: -0.1110 Ha
* net charge: -1
* frontier orbital gap: 7.03 eV
* lowest unoccupied orbital energy: 4.01 eV
* M: 116.18 u

Structure (XYZ):
```
22
C6H14NO | OMol25 | ωB97M-V/def2-TZVPD
N 1.041 -2.171 -0.778
C 2.175 -1.527 -0.116
C 2.576 -1.392 2.342
C 1.820 -1.116 1.286
H 1.224 -2.199 -1.777
H 0.234 -1.532 -0.671
H 2.517 -0.612 -0.621
H 3.026 -2.212 -0.081
H 2.337 -1.053 3.338
H 3.481 -1.975 2.214
H 0.878 -0.566 1.342
C -1.904 0.195 -0.593
O -0.620 -0.017 -0.241
C -2.123 1.607 -1.175
C -1.863 2.695 -0.149
H -2.608 0.064 0.267
H -2.292 -0.523 -1.372
H -3.134 1.738 -1.584
H -1.404 1.697 -1.986
H -1.712 3.673 -0.611
H -0.965 2.450 0.407
H -2.684 2.775 0.559
```

---

[5]
An isolated ion of composition C6H14NO and charge -2 in a non-equilibrium geometry, computed with ωB97M-V/def2-TZVPD.

Values from the calculation:
* ΔE to the lowest compared entry with this formula, charge and spin: 0.3290 eV
* highest occupied orbital energy (spin up / spin down): 0.1400 / -0.0105 Ha
* net charge: -2
* frontier orbital gap (spin up / spin down): 2.91 / 7.10 eV
* lowest unoccupied orbital energy (spin up / spin down): 6.72 / 6.82 eV
* M: 116.18 u
* multiplicity: 2

Structure (XYZ):
```
22
C6H14NO | OMol25 | ωB97M-V/def2-TZVPD
C -1.659 0.374 -1.292
O -1.803 1.588 -1.828
C -0.108 -0.036 -1.046
C 0.299 0.355 0.400
C 0.667 -0.877 1.275
C 2.119 -0.954 1.807
C -0.242 -1.005 2.505
N 0.579 0.705 -2.139
H -2.168 -0.461 -1.862
H -2.198 0.200 -0.318
H 0.026 -1.103 -1.241
H -0.550 0.932 0.762
H 1.235 0.922 0.344
H 0.509 -1.730 0.611
H 2.404 -0.005 2.265
H 2.863 -1.338 1.105
H 2.064 -1.706 2.599
H -1.302 -0.983 2.234
H -0.030 -1.875 3.128
H -0.050 -0.145 3.155
H -0.034 1.541 -2.205
H 1.394 1.095 -1.660
```

---

[6]
A 2-piece molecular cluster, C6H14NO overall, computed with ωB97M-V/def2-TZVPD.

Values from the calculation:
* ΔE to the lowest compared entry with this formula, charge and spin: 0.2859 eV
* highest occupied orbital energy (spin up / spin down): 0.1528 / -0.0145 Ha
* net charge: -2
* frontier orbital gap (spin up / spin down): 1.90 / 6.36 eV
* lowest unoccupied orbital energy (spin up / spin down): 6.05 / 5.97 eV
* M: 116.18 u
* multiplicity: 2

Structure (XYZ):
```
22
C6H14NO | OMol25 | ωB97M-V/def2-TZVPD
C 0.290 -0.659 2.240
O 0.158 -0.269 0.960
C -0.750 -0.017 3.193
C -0.670 1.500 3.131
H 1.293 -0.409 2.675
H 0.186 -1.756 2.386
H -0.567 -0.390 4.217
H -1.744 -0.362 2.883
H -1.534 2.009 3.559
H -0.569 1.777 2.081
H 0.228 1.852 3.651
C -0.808 -0.180 -4.113
C -0.201 -0.313 -2.739
C 1.111 -0.403 -2.512
N 1.733 -0.577 -1.282
H -0.060 -0.309 -4.901
H -1.635 -0.891 -4.270
H -1.265 0.805 -4.279
H -0.841 -0.332 -1.864
H 1.802 -0.395 -3.349
H 2.672 -0.220 -1.255
H 1.171 -0.459 -0.411
```

---

[7]
C6H14NO in the gas phase in a non-equilibrium geometry, computed with ωB97M-V/def2-TZVPD.

Values from the calculation:
* ΔE to the lowest compared entry with this formula, charge and spin: 0.4937 eV
* highest occupied orbital energy (spin up / spin down): -0.3278 / -0.3273 Ha
* frontier orbital gap (spin up / spin down): 9.96 / 7.31 eV
* lowest unoccupied orbital energy (spin up / spin down): 1.04 / -1.60 eV
* M: 116.18 u
* multiplicity: 2

Structure (XYZ):
```
22
C6H14NO | OMol25 | ωB97M-V/def2-TZVPD
C -0.446 -2.145 0.866
C -0.076 -0.755 0.362
C -1.242 0.238 0.450
C -0.861 1.642 0.001
C -1.924 2.680 0.356
N 0.482 -0.737 -0.994
C 1.919 -0.440 -1.128
O 2.687 -0.574 -0.060
H -0.991 -2.052 1.787
H 0.504 -2.668 1.000
H -0.891 -2.827 0.131
H 0.687 -0.354 1.037
H -2.079 -0.162 -0.131
H -1.551 0.295 1.502
H -0.562 1.719 -1.046
H 0.081 1.860 0.516
H -1.828 3.055 1.367
H -1.868 3.510 -0.344
H -2.933 2.281 0.310
H 0.196 -1.521 -1.544
H 1.961 0.602 -1.521
H 2.333 -1.034 -1.967
```

---

[8]
An isolated ion of composition C6H14NO and charge +1 in a non-equilibrium geometry, computed with ωB97M-V/def2-TZVPD.

Values from the calculation:
* ΔE to the lowest compared entry with this formula, charge and spin: 1.7591 eV
* highest occupied orbital energy: -0.5718 Ha
* net charge: +1
* frontier orbital gap: 12.21 eV
* lowest unoccupied orbital energy: -3.35 eV
* M: 116.18 u

Structure (XYZ):
```
22
C6H14NO | OMol25 | ωB97M-V/def2-TZVPD
C -0.640 0.998 -1.868
C -0.786 0.801 -0.415
N 0.402 -0.042 0.248
C 1.753 0.342 -0.271
C 0.466 0.282 1.708
C 0.346 -1.603 0.014
C -0.969 -2.132 0.590
O 1.320 -2.085 -0.408
H -0.532 0.039 -2.419
H -1.384 1.625 -2.137
H 0.306 1.539 -2.061
H -1.674 0.168 -0.192
H -0.710 1.674 0.289
H 1.909 1.452 -0.372
H 2.491 -0.021 0.471
H 2.015 -0.084 -1.253
H 0.376 -0.631 2.374
H 1.464 0.705 1.790
H -0.338 0.919 2.046
H -1.708 -2.093 -0.160
H -0.697 -3.232 0.793
H -1.334 -1.747 1.454
```

---

[9]
C6H14NO as an isolated structure in a non-equilibrium geometry, computed with ωB97M-V/def2-TZVPD.

Values from the calculation:
* ΔE to the lowest compared entry with this formula, charge and spin: 3.2939 eV
* highest occupied orbital energy: -0.5042 Ha
* net charge: +1
* frontier orbital gap: 10.99 eV
* lowest unoccupied orbital energy: -2.73 eV
* M: 116.18 u

Structure (XYZ):
```
22
C6H14NO | OMol25 | ωB97M-V/def2-TZVPD
C -1.190 1.207 0.104
C -0.502 0.047 0.575
C 1.811 -1.529 0.433
C 2.070 0.997 0.338
C -2.790 -0.601 -0.285
C 1.330 -0.229 -0.146
N -1.469 -0.080 -0.487
O 0.993 -0.147 -1.433
H -1.879 1.716 0.640
H -0.698 1.909 -0.520
H -0.701 -0.338 1.595
H 1.746 -1.367 1.517
H 2.776 -1.405 0.136
H 1.166 -2.348 0.270
H 3.098 0.989 0.066
H 1.618 1.922 -0.221
H 2.010 1.123 1.388
H -3.151 -0.239 0.659
H -3.617 -0.277 -1.078
H -2.871 -1.623 -0.329
H -1.083 -0.377 -1.361
H 1.332 0.650 -1.862
```

---

[10]
A 2-piece molecular cluster, C6H14NO overall in a non-equilibrium geometry, computed with ωB97M-V/def2-TZVPD.

Values from the calculation:
* ΔE to the lowest compared entry with this formula, charge and spin: 1.8759 eV
* highest occupied orbital energy: -0.4715 Ha
* net charge: +1
* frontier orbital gap: 8.71 eV
* lowest unoccupied orbital energy: -4.12 eV
* M: 116.18 u

Structure (XYZ):
```
22
C6H14NO | OMol25 | ωB97M-V/def2-TZVPD
O -2.340 -1.673 -1.688
C -1.398 -1.629 -0.849
C -1.061 -0.267 -0.186
N -2.236 0.623 -0.587
H -0.743 -2.467 -0.524
H -0.945 -0.408 0.917
H -0.088 0.202 -0.519
H -1.946 1.526 -0.967
H -2.753 0.033 -1.285
H -2.842 0.799 0.199
C 1.926 2.598 1.166
C 1.479 1.138 1.160
C 2.072 0.164 0.445
C 1.780 -1.320 0.448
H 2.700 2.818 0.455
H 1.014 3.228 0.982
H 2.377 2.778 2.146
H 0.608 1.003 1.800
H 2.991 0.517 -0.061
H 0.979 -1.574 1.118
H 1.541 -1.635 -0.555
H 2.687 -1.909 0.799
```

---

[11]
A 2-piece molecular cluster, C6H14NO overall in a non-equilibrium geometry, computed with ωB97M-V/def2-TZVPD.

Values from the calculation:
* ΔE to the lowest compared entry with this formula, charge and spin: 1.8680 eV
* highest occupied orbital energy: -0.4838 Ha
* net charge: +1
* frontier orbital gap: 8.86 eV
* lowest unoccupied orbital energy: -4.31 eV
* M: 116.18 u

Structure (XYZ):
```
22
C6H14NO | OMol25 | ωB97M-V/def2-TZVPD
C -0.923 -1.257 -0.049
O 0.283 -1.207 0.696
C -1.311 -2.644 -0.568
C -2.560 -3.082 -0.182
H -0.710 -0.604 -0.907
H -1.738 -0.807 0.484
H 0.347 -1.976 1.256
H -0.638 -3.238 -1.228
H -3.074 -3.971 -0.559
H -3.148 -2.492 0.494
C -0.152 2.543 -0.126
C 0.953 1.707 -0.756
C 2.674 1.315 0.935
N 1.712 0.877 0.224
H -0.890 2.041 0.499
H 0.221 3.381 0.512
H -0.623 3.148 -0.894
H 0.558 0.981 -1.504
H 1.705 2.332 -1.274
H 3.074 0.730 1.818
H 2.935 2.331 0.723
H 1.307 -0.108 0.407
```

---

[12]
A 2-piece molecular cluster, C6H14NO2PS overall in a non-equilibrium geometry, computed with ωB97M-V/def2-TZVPD.

Values from the calculation:
* ΔE to the lowest compared entry with this formula, charge and spin: 0.8142 eV
* highest occupied orbital energy (spin up / spin down): -0.2901 / -0.3128 Ha
* frontier orbital gap (spin up / spin down): 8.77 / 7.18 eV
* lowest unoccupied orbital energy (spin up / spin down): 0.88 / -1.33 eV
* M: 195.22 u
* multiplicity: 3

Structure (XYZ):
```
25
C6H14NO2PS | OMol25 | ωB97M-V/def2-TZVPD
C 0.432 1.356 1.810
C -0.634 1.888 1.413
C 2.937 -2.060 1.195
C -0.294 -0.249 -3.169
C -2.783 3.653 1.956
C 1.784 -2.889 0.693
N 0.525 -0.816 -2.147
O -1.235 -1.748 -0.420
O 1.230 -2.502 -0.625
P 0.124 -1.289 -0.578
S -1.091 3.729 1.320
H 1.463 1.127 1.922
H -1.562 1.350 1.497
H 3.928 -2.269 0.612
H 2.558 -1.084 1.003
H 3.079 -2.150 2.284
H -1.354 -0.065 -2.838
H 0.066 0.617 -3.536
H -0.393 -0.999 -3.983
H -3.281 4.618 2.202
H -2.986 2.920 2.836
H -3.454 3.252 1.258
H 0.910 -2.905 1.316
H 2.031 -3.930 0.495
H 1.561 -0.922 -2.433
```